The following is a DFT calculation (ωB97M-V/def2-TZVPD) of a cluster of 4 separate species, C18H32BrF3O9 in total.

Properties
Kohn-Sham gap (eV): 10.327
SMILES: O=CO[C@H](Br)CCOCC(F)(F)F.CCOC(C)=O.CCOC(C)=O.CCOC(C)=O

The geometry in ORCA input format:
```
! RIJCOSX wB97M-V def2-TZVPD def2/J DEFGRID3
* xyz 0 1
O -3.3197 -0.0526 0.3826
C -2.1937 0.5882 0.7977
O -0.9443 -0.1764 0.9526
C 0.0337 0.1298 -0.1029
Br -0.0493 2.0470 -0.7597
C -0.1298 -0.8072 -1.4527
C 0.1626 -2.4066 -1.1983
O 1.4955 -2.7061 -0.6526
C 2.5684 -2.4782 -1.6333
C 3.9315 -2.0994 -0.7417
F 3.5686 -0.8663 0.0180
F 5.1193 -1.8239 -1.5845
F 4.1992 -3.1976 0.2368
H -2.3390 1.7316 1.0580
H 1.1079 -0.0020 0.3635
H -1.2250 -0.7202 -1.8989
H 0.5831 -0.3243 -2.2752
H -0.1201 -3.0448 -2.1610
H -0.6192 -2.7491 -0.3636
H 2.4039 -1.5638 -2.3467
H 2.8153 -3.4064 -2.3153
O -1.9239 4.0847 1.1582
C -2.7564 4.4389 1.9909
O -4.0215 4.7313 1.6198
C -5.1102 4.9532 2.5347
C -5.1363 6.3932 3.0051
C -2.3575 4.6235 3.4248
H -5.0802 4.2386 3.3610
H -6.0288 4.7419 1.9767
H -4.2283 6.6549 3.5545
H -5.9972 6.5707 3.6562
H -5.1948 7.0747 2.1499
H -1.9234 5.6172 3.5520
H -1.6098 3.8649 3.6796
H -3.1763 4.4889 4.1288
O -2.1993 -3.4890 -2.2346
C -2.5286 -4.3936 -2.9996
O -1.9104 -4.5489 -4.1901
C -2.0796 -5.6861 -5.0560
C -3.2947 -5.5134 -5.9442
C -3.6758 -5.2949 -2.6524
H -2.1035 -6.6159 -4.4822
H -1.1818 -5.7324 -5.6819
H -4.2157 -5.4452 -5.3596
H -3.3876 -6.3537 -6.6384
H -3.2185 -4.5861 -6.5217
H -4.6117 -4.8142 -2.9442
H -3.6744 -5.4605 -1.5697
H -3.6129 -6.2808 -3.1087
O 6.4353 3.6454 4.5263
C 6.1061 2.7408 3.7612
O 6.7243 2.5855 2.5707
C 6.5551 1.4483 1.7049
C 5.3399 1.6210 0.8166
C 4.9588 1.8395 4.1085
H 6.5311 0.5185 2.2786
H 7.4528 1.4020 1.0790
H 4.4189 1.6892 1.4012
H 5.2471 0.7807 0.1224
H 5.4161 2.5483 0.2391
H 4.0230 2.3202 3.8167
H 4.9602 1.6739 5.1911
H 5.0217 0.8536 3.6521
*
```

The Mulliken scheme yields these atomic charges, measured in e: O -0.498; C 0.402; O -0.300; C -0.026; Br -0.116; C -0.511; C -0.238; O -0.347; C -0.448; C 0.762; F -0.203; F -0.256; F -0.254; H 0.218; H 0.218; H 0.325; H 0.308; H 0.171; H 0.273; H 0.218; H 0.332; O -0.578; C 0.769; O -0.345; C -0.377; C -0.943; C -1.010; H 0.343; H 0.302; H 0.273; H 0.353; H 0.299; H 0.271; H 0.294; H 0.349; O -0.528; C 0.833; O -0.382; C -0.417; C -0.974; C -1.127; H 0.358; H 0.317; H 0.276; H 0.359; H 0.304; H 0.285; H 0.309; H 0.379; O -0.586; C 0.726; O -0.353; C -0.535; C -0.641; C -0.851; H 0.373; H 0.320; H 0.202; H 0.158; H 0.338; H 0.225; H 0.294; H 0.308

The following is a DFT calculation (ωB97M-V/def2-TZVPD) of the molecule C18H32N2O2.

Properties
Kohn-Sham gap (eV): 9.231
ΔE to the lowest compared entry with this formula, charge and spin (kJ/mol): 22.1
SMILES: O=C(NC[C@H]1CCCO1)C1CCN(CC2CCCCC2)CC1

The geometry in ORCA input format:
```
! RIJCOSX wB97M-V def2-TZVPD def2/J DEFGRID3
* xyz 0 1
O -2.8276 -1.5815 -1.4948
C -2.2233 -1.3274 -0.4731
N -2.6915 -1.6579 0.7534
H -2.2324 -1.2937 1.5741
C -4.0485 -2.0925 0.9681
H -4.4663 -2.3526 -0.0062
C -4.8682 -0.9642 1.6180
H -4.8811 -0.1079 0.9315
C -6.2806 -1.4148 2.0098
H -6.9814 -0.5856 1.9120
C -6.1110 -1.7930 3.4802
H -5.7199 -2.8066 3.5719
C -5.0653 -0.7768 3.9319
H -5.5444 0.1712 4.2156
O -4.2156 -0.5578 2.8204
H -4.4511 -1.1234 4.7662
H -7.0337 -1.7170 4.0499
H -6.6246 -2.2415 1.3932
H -4.0472 -2.9713 1.6204
C -0.8584 -0.6535 -0.4674
C 0.2037 -1.4782 0.2589
C 1.5770 -0.8465 0.0112
N 1.4844 0.5991 -0.1298
C 0.4472 1.1464 0.7204
C -0.9279 0.7443 0.1697
H -1.6598 0.7690 0.9802
H -1.2459 1.4620 -0.5864
H 0.5311 2.2350 0.7206
H 0.5562 0.8098 1.7673
C 2.7675 1.2538 0.0140
C 3.6951 0.9878 -1.1764
C 3.0269 1.4089 -2.4844
C 3.9479 1.1458 -3.6712
C 5.2672 1.8919 -3.4966
C 5.9404 1.4823 -2.1902
C 5.0142 1.7418 -1.0054
H 5.5022 1.4318 -0.0780
H 4.8106 2.8130 -0.9329
H 6.8721 2.0376 -2.0604
H 6.1882 0.4189 -2.2293
H 5.9307 1.6823 -4.3384
H 5.0748 2.9672 -3.4817
H 3.4613 1.4618 -4.5963
H 4.1462 0.0740 -3.7477
H 2.0884 0.8668 -2.6006
H 2.7917 2.4745 -2.4365
H 3.9182 -0.0827 -1.2233
H 2.5877 2.3310 0.0713
H 3.2790 0.9484 0.9479
H 1.9943 -1.2436 -0.9183
H 2.2616 -1.1233 0.8349
H -0.0115 -1.5037 1.3288
H 0.2036 -2.5067 -0.1041
H -0.5525 -0.5530 -1.5121
*
```

The Mulliken scheme yields these atomic charges, measured in e: O -0.690; C -0.236; N -0.085; H 0.326; C -1.261; H 0.421; C 0.575; H 0.256; C -0.756; H 0.343; C -0.591; H 0.250; C -0.492; H 0.276; O -0.463; H 0.292; H 0.382; H 0.324; H 0.306; C 0.893; C -0.996; C -0.857; N 0.582; C -0.895; C -0.557; H 0.130; H 0.339; H 0.507; H 0.281; C -1.776; C 0.931; C -0.532; C -0.767; C -0.649; C -0.683; C -1.018; H 0.406; H 0.329; H 0.367; H 0.337; H 0.333; H 0.310; H 0.345; H 0.317; H 0.150; H 0.248; H 0.271; H 0.465; H 0.302; H 0.384; H 0.288; H 0.307; H 0.416; H 0.313

The following is a DFT calculation (ωB97M-V/def2-TZVPD) of the molecule C18H32N2O4.

Properties
Kohn-Sham gap (eV): 10.138
ΔE to the lowest compared entry with this formula, charge and spin (kJ/mol): 10.8
SMILES: CCOC(=O)CNC(=O)[C@@H](NC(=O)[C@H]1CC[C@H](C)CC1)[C@@H](C)CC

The geometry in ORCA input format:
```
! RIJCOSX wB97M-V def2-TZVPD def2/J DEFGRID3
* xyz 0 1
C -7.0772 0.1165 -1.4089
C -6.4555 -0.0027 -0.0258
H -6.3520 -1.0477 0.2730
H -7.0558 0.5412 0.7097
O -5.1229 0.5201 -0.0107
C -4.9838 1.8331 0.1731
O -5.8910 2.6029 0.3343
C -3.5188 2.2461 0.1614
N -2.6224 1.2047 -0.2661
C -1.7159 0.6561 0.5710
O -1.5282 1.0598 1.7008
C -0.8941 -0.4902 -0.0171
N 0.4793 -0.2673 0.3726
C 1.4843 -0.1794 -0.5274
O 1.3162 -0.3905 -1.7121
C 2.8261 0.2109 0.0711
C 3.0232 1.7163 -0.1450
C 4.3884 2.1616 0.3688
C 5.5129 1.3921 -0.3246
C 6.8783 1.8459 0.1837
H 7.6743 1.3052 -0.3234
H 6.9668 1.6621 1.2526
H 7.0190 2.9099 0.0066
C 5.3155 -0.1070 -0.0991
C 3.9539 -0.5656 -0.6086
H 3.8813 -0.4062 -1.6857
H 3.8247 -1.6342 -0.4219
H 6.1029 -0.6644 -0.6109
H 5.3963 -0.3224 0.9697
H 5.4558 1.5908 -1.4006
H 4.5108 3.2329 0.1954
H 4.4460 1.9896 1.4467
H 2.2316 2.2700 0.3666
H 2.9456 1.9273 -1.2137
H 2.8289 -0.0010 1.1457
H 0.6073 0.0299 1.3290
C -1.4251 -1.8460 0.5005
C -2.8396 -2.0793 -0.0278
H -3.2335 -3.0136 0.3657
H -2.8309 -2.1441 -1.1144
H -3.5087 -1.2766 0.2705
C -0.4929 -2.9951 0.0799
C 0.5718 -3.3261 1.1197
H 1.1682 -4.1721 0.7852
H 1.2381 -2.4837 1.2802
H 0.1095 -3.5887 2.0693
H -0.0096 -2.7398 -0.8645
H -1.0957 -3.8896 -0.0897
H -1.4616 -1.7939 1.5938
H -0.9158 -0.4805 -1.1120
H -2.7766 0.7930 -1.1724
H -3.2310 2.5134 1.1850
H -3.4217 3.1389 -0.4656
H -8.0632 -0.3383 -1.4034
H -6.4582 -0.3884 -2.1468
H -7.1755 1.1640 -1.6835
*
```

The Mulliken scheme yields these atomic charges, measured in e: C -1.184; C -0.277; H 0.334; H 0.357; O -0.248; C 0.499; O -0.597; C -0.614; N -0.078; C 0.064; O -0.697; C -0.654; N 0.015; C 0.045; O -0.710; C 0.720; C -1.014; C -0.918; C 0.741; C -1.702; H 0.413; H 0.346; H 0.409; C -0.909; C -1.035; H 0.288; H 0.394; H 0.399; H 0.318; H 0.228; H 0.391; H 0.327; H 0.344; H 0.331; H 0.326; H 0.440; C 0.872; C -1.756; H 0.519; H 0.345; H 0.271; C -0.686; C -1.155; H 0.375; H 0.154; H 0.394; H 0.259; H 0.440; H 0.386; H 0.496; H 0.302; H 0.295; H 0.389; H 0.396; H 0.297; H 0.317

The following is a DFT calculation (ωB97M-V/def2-TZVPD) of a structure of composition C18H32NO2P2Zr.

Properties
Kohn-Sham gap (eV): 5.547
ΔE to the lowest compared entry with this formula, charge and spin (kJ/mol): 0.0

The geometry in ORCA input format:
```
! RIJCOSX wB97M-V def2-TZVPD def2/J DEFGRID3
* xyz 1 1
C 0.8577 -1.2002 -3.9280
C 0.8942 -0.8200 -2.5698
N -0.2920 -0.7334 -1.8566
C -1.4650 -0.9730 -2.4736
C -1.5220 -1.3253 -3.8145
C -0.3482 -1.4353 -4.5544
C 2.1383 -0.4686 -1.9623
P 2.3301 -0.2666 -0.2052
Zr -0.1795 -0.1423 0.4180
P -2.7107 0.0722 -0.1477
C -2.7772 -0.9023 -1.7110
O 1.7448 2.2775 -2.9729
O -0.7636 2.5139 -2.3801
H 1.8146 -1.2942 -4.4498
H -2.5036 -1.4984 -4.2551
H -0.3849 -1.6939 -5.6105
C 3.1780 -1.7202 0.5055
C 3.5275 1.0853 -0.0243
H -3.5451 -0.4361 -2.3480
H -3.1349 -1.9179 -1.4655
H 2.0478 1.3331 -2.8496
H 3.0329 -0.6384 -2.5755
C -3.8763 -0.8020 0.9472
C -3.5974 1.5785 -0.6328
H 0.1564 1.7535 -0.1732
H -0.8990 3.4469 -2.1527
H 0.2144 2.4506 -2.6633
H 2.1155 2.5682 -3.8171
H -0.3799 -1.8588 0.7803
H -0.4336 1.4045 -0.6791
H 4.2174 -1.7630 0.1522
H 3.1639 -1.6202 1.6018
H 2.6433 -2.6388 0.2283
H 4.5346 0.7200 -0.2724
H 3.2441 1.9122 -0.6919
H 3.5002 1.4286 1.0204
H -4.6265 1.3343 -0.9389
H -3.6277 2.2641 0.2280
H -3.0544 2.0658 -1.4558
H -4.8997 -0.7566 0.5492
H -3.5600 -1.8492 1.0561
H -3.8475 -0.3227 1.9372
C -0.6390 1.1007 2.2811
C 0.0734 0.3421 3.3441
C -0.2689 -1.0024 3.6311
C 0.4425 -1.7175 4.5922
C 1.4561 -1.0961 5.3276
C 1.7848 0.2412 5.0655
C 1.1198 0.9532 4.0739
H -1.7331 1.1262 2.4100
H -0.2309 2.1000 2.0668
H -1.0764 -1.4818 3.0609
H 0.2029 -2.7675 4.7714
H 1.9873 -1.6474 6.1052
H 2.5707 0.7325 5.6404
H 1.3839 1.9848 3.8374
*
```

The Mulliken scheme yields these atomic charges, measured in e: C -1.155; C 1.149; N 0.078; C 0.727; C -0.971; C -0.438; C -1.530; P 1.148; Zr -0.889; P 1.402; C -1.225; O -0.664; O -0.588; H 0.440; H 0.469; H 0.425; C -1.258; C -1.330; H 0.569; H 0.418; H 0.327; H 0.287; C -1.278; C -1.408; H 0.007; H 0.319; H 0.352; H 0.298; H 0.013; H 0.661; H 0.433; H 0.377; H 0.330; H 0.411; H 0.297; H 0.402; H 0.449; H 0.419; H 0.291; H 0.435; H 0.394; H 0.387; C -1.322; C 0.896; C 0.089; C -0.732; C -0.461; C -0.514; C -0.683; H 0.498; H 0.430; H 0.221; H 0.405; H 0.401; H 0.386; H 0.403

Short version: calculated total energy = -4255.65242, -965.08735, -1115.63258, -1639.76453 Ha, in the order given.
Short version: HOMO = -9.81, -8.39, -9.44, -9.92 eV, in the order given.
Short version: max |F| = 9.12, 0.65, 0.60, 4.17 eV/Å, in the order given.